(1)
C12H29InN5O4S | wB97M-V/def2-TZVPD

Geometry (Å):
C1 -5.47 1.71 3.48
C2 -4.62 2.33 2.39
O1 -4.09 3.41 2.50
O2 -4.53 1.52 1.35
C3 -3.48 1.75 0.36
In1 -2.74 -0.15 -0.53
C4 -3.94 -0.77 -2.30
N1 -4.82 -1.93 -2.02
C5 -2.87 -1.82 0.93
C6 -2.94 -1.33 2.32
N2 -3.71 -1.81 3.22
C7 -0.70 0.36 -1.29
C8 0.52 0.06 -0.41
N3 1.42 1.21 -0.40
N4 1.36 -1.05 -0.95
N5 0.13 -0.35 0.97
H1 -6.11 0.92 3.08
H2 -4.80 1.26 4.21
H3 -6.05 2.48 3.98
H4 -3.87 2.43 -0.41
H5 -2.67 2.29 0.85
H6 -4.57 0.06 -2.64
H7 -3.24 -0.97 -3.13
H8 -5.20 -2.31 -2.87
H9 -4.27 -2.67 -1.60
H10 -3.72 -2.48 0.75
H11 -1.95 -2.40 0.82
H12 -2.28 -0.49 2.56
H13 -3.60 -1.28 4.08
H14 -0.70 1.43 -1.51
H15 -0.57 -0.13 -2.26
H16 0.95 2.04 -0.08
H17 2.21 1.01 0.20
H18 1.63 -0.75 -1.88
H19 0.76 -1.86 -1.07
H20 0.61 -1.21 1.21
H21 0.47 0.34 1.62
C9 5.31 -0.23 -2.22
C10 6.75 0.24 -1.93
C11 6.77 0.80 -0.50
S1 5.46 -0.08 0.39
O3 4.43 0.86 0.72
O4 6.04 -0.93 1.40
C12 4.88 -1.04 -1.00
H22 5.25 -0.82 -3.13
H23 4.65 0.64 -2.33
H24 7.43 -0.61 -2.00
H25 7.08 0.99 -2.64
H26 7.70 0.63 0.03
H27 6.50 1.85 -0.47
H28 3.80 -1.16 -0.88
H29 5.38 -2.01 -0.96

Values from the calculation:
Electronic energy (eV): -44563.13478
LUMO level (eV): 2.1871
Kohn-Sham gap (eV): 6.7
Molecular weight (g mol⁻¹): 454.3
Strongest force on any atom (Eh/bohr): 0.0069
Charge: -1

Atom charges from the Mulliken analysis, given in e for atoms 1 to 4: -0.9635, 0.7672, -0.6292, -0.2306



(2)
C12H29N4 | wB97M-V/def2-TZVPD

Geometry (Å):
C1 -4.39 -1.27 2.17
C2 -3.42 -2.48 2.17
C3 -2.65 -2.68 0.86
C4 -3.52 -2.67 -0.41
C5 -3.15 -1.63 -1.47
C6 -1.64 -1.54 -1.78
C7 -0.91 -0.37 -1.07
C8 -0.14 0.57 -2.01
C9 1.37 0.36 -2.00
N1 1.93 0.59 -0.65
C10 3.30 0.79 -0.62
N2 4.22 -0.03 -1.27
N3 3.78 1.80 0.01
C11 3.04 2.81 0.78
C12 3.85 3.28 2.01
N4 4.22 4.68 2.00
H1 -5.38 -1.59 2.50
H2 -4.05 -0.50 2.85
H3 -4.49 -0.82 1.19
H4 -3.96 -3.39 2.44
H5 -2.68 -2.31 2.96
H6 -1.86 -1.93 0.83
H7 -2.15 -3.64 0.92
H8 -3.48 -3.66 -0.88
H9 -4.57 -2.52 -0.14
H10 -3.66 -1.86 -2.40
H11 -3.51 -0.64 -1.17
H12 -1.52 -1.43 -2.86
H13 -1.18 -2.49 -1.50
H14 -1.61 0.18 -0.45
H15 -0.20 -0.82 -0.36
H16 -0.47 0.39 -3.04
H17 -0.35 1.61 -1.77
H18 1.85 1.07 -2.67
H19 1.60 -0.65 -2.35
H20 1.64 -0.11 0.02
H21 3.79 -0.57 -2.01
H22 4.72 -0.65 -0.64
H23 4.79 1.94 -0.04
H24 2.86 3.65 0.11
H25 2.07 2.42 1.07
H26 3.28 3.08 2.91
H27 4.77 2.68 2.06
H28 4.19 5.10 1.09
H29 3.64 5.24 2.61

Values from the calculation:
Electronic energy (eV): -18868.16762
LUMO level (eV): -3.6784
Kohn-Sham gap (eV): 9.0
Molecular weight (g mol⁻¹): 229.4
Structure (SMILES): CCCCCCCCCN/C(N)=[NH+]\CCN
Strongest force on any atom (Eh/bohr): 0.0132
Charge: +1

Atom charges from the Mulliken analysis, given in e for atoms 1 to 4: -1.0422, -0.7117, 0.0054, -0.8816



(3)
C12H29NO3 | wB97M-V/def2-TZVPD

Geometry (Å):
C1 -29.31 0.72 -11.99
C2 -28.42 -0.44 -11.59
C3 -26.95 -0.08 -11.31
C4 -26.68 0.52 -9.91
C5 -27.12 -0.55 -8.92
C6 -28.61 -0.93 -8.97
N1 -28.88 -1.24 -10.37
O1 -30.14 -1.79 -10.50
C7 -28.69 -2.13 -7.96
C8 -29.46 0.22 -8.32
C9 -28.31 -1.45 -12.82
H1 -29.31 1.63 -11.40
H2 -30.30 0.33 -11.76
H3 -29.18 0.89 -13.06
H4 -26.29 -0.93 -11.48
H5 -26.68 0.66 -12.06
H6 -27.16 1.48 -9.70
H7 -25.61 0.69 -9.78
H8 -26.88 -0.12 -7.95
H9 -26.52 -1.45 -8.88
H10 -27.90 -2.87 -8.15
H11 -28.58 -1.90 -6.90
H12 -29.68 -2.57 -8.01
H13 -29.66 1.06 -8.99
H14 -30.40 -0.08 -7.86
H15 -28.91 0.69 -7.50
H16 -29.26 -1.88 -13.15
H17 -27.63 -2.28 -12.60
H18 -27.85 -1.00 -13.70
H19 -29.98 -2.73 -10.36
C10 -19.42 -0.98 -9.84
C11 -18.54 0.18 -9.40
O2 -19.34 1.31 -9.18
H20 -18.99 -1.93 -9.51
H21 -19.57 -1.14 -10.90
H22 -20.38 -0.92 -9.33
H23 -17.77 0.40 -10.14
H24 -17.89 -0.13 -8.58
H25 -19.65 1.74 -9.99
C12 -21.33 5.22 -14.16
O3 -21.62 4.23 -13.29
H26 -20.79 4.78 -15.00
H27 -22.15 5.59 -14.78
H28 -20.74 5.96 -13.63
H29 -22.39 4.44 -12.76

Values from the calculation:
Electronic energy (eV): -20543.50634
LUMO level (eV): 0.4791
Kohn-Sham gap (eV): 8.6
Molecular weight (g mol⁻¹): 235.4
Structure (SMILES): CC1(C)CCCC(C)(C)N1O.CCO.CO
Strongest force on any atom (Eh/bohr): 0.0526
Relative energy (zero: lowest compared OMol25 entry of this formula, charge and spin) (kJ/mol): 220.5

Atom charges from the Mulliken analysis, given in e for atoms 1 to 4: -1.6913, 1.4599, -1.2684, -0.6927



(4)
C12H29O2RuSe4Si2Te2 | wB97M-V/def2-TZVPD

Geometry (Å):
Ru1 0.83 -0.97 0.23
O1 5.17 1.79 -2.55
C1 3.82 2.16 -2.66
C2 2.94 1.23 -1.81
C3 1.50 1.73 -1.93
O2 1.32 3.08 -1.60
C4 3.47 1.32 -0.38
Se1 2.38 0.61 1.04
C5 3.04 -0.16 -2.41
Se2 1.74 -1.41 -1.84
H1 5.70 2.41 -3.05
H2 3.48 2.11 -3.71
H3 3.67 3.20 -2.31
H4 0.82 1.11 -1.31
H5 1.16 1.63 -2.96
H6 1.45 3.18 -0.65
H7 3.62 2.37 -0.11
H8 4.45 0.83 -0.31
H9 4.03 -0.59 -2.22
H10 2.89 -0.10 -3.49
Se3 0.20 -3.16 0.11
Te1 -0.47 -5.53 0.65
Te2 2.18 -4.58 2.98
Se4 1.82 -2.59 1.50
C6 0.04 -0.80 3.59
Si1 -1.36 -0.05 2.49
C7 -1.32 1.83 2.88
C8 -2.93 -0.81 3.25
C9 -1.27 -0.14 0.60
Si2 -2.58 -0.71 -0.62
C10 -4.10 -1.55 0.17
C11 -3.18 0.88 -1.50
C12 -2.04 -1.94 -2.00
H11 -0.12 -0.55 4.64
H12 1.03 -0.41 3.32
H13 0.07 -1.90 3.52
H14 -1.45 2.02 3.95
H15 -2.10 2.36 2.35
H16 -0.36 2.26 2.60
H17 -2.89 -0.70 4.33
H18 -3.01 -1.87 3.03
H19 -3.82 -0.32 2.90
H20 -0.91 0.85 0.25
H21 -4.62 -0.87 0.83
H22 -3.83 -2.45 0.73
H23 -4.78 -1.85 -0.62
H24 -3.55 1.60 -0.77
H25 -3.99 0.66 -2.19
H26 -2.39 1.37 -2.07
H27 -2.14 -2.97 -1.67
H28 -0.99 -1.79 -2.30
H29 -2.63 -1.82 -2.92

Values from the calculation:
Electronic energy (eV): -311319.01990
2S+1: 2
LUMO level (spin up / spin down) (eV): 4.1103 / 4.1099
Kohn-Sham gap (spin up / spin down) (eV): 4.5 / 4.5
Molecular weight (g mol⁻¹): 933.6
Strongest force on any atom (Eh/bohr): 0.1122
Charge: -2
Relative energy (zero: lowest compared OMol25 entry of this formula, charge and spin) (kJ/mol): 290.8

Atom charges from the Mulliken analysis, given in e for atoms 1 to 4: 0.7625, -0.5245, -1.5911, 1.8532



(5)
C12H29O7SV | wB97M-V/def2-TZVPD

Geometry (Å):
O1 -2.98 0.59 -0.23
V1 -1.40 0.30 -0.45
C1 -0.40 2.14 -3.23
C2 -0.91 0.67 -3.61
C3 0.32 -0.14 -4.27
O2 -1.44 -0.06 -2.59
H1 -1.31 2.68 -2.97
H2 -0.02 2.67 -4.11
H3 0.41 1.98 -2.52
H4 -1.58 0.79 -4.47
H5 0.03 -1.08 -4.74
H6 1.07 -0.45 -3.54
H7 0.86 0.50 -4.97
C4 0.72 3.95 -0.10
C5 0.07 3.20 1.03
C6 -0.49 4.11 2.13
O3 -0.83 2.14 0.70
H8 1.11 3.29 -0.88
H9 1.63 4.42 0.29
H10 0.19 4.82 -0.49
H11 0.91 2.71 1.50
H12 0.33 4.63 2.64
H13 -1.15 3.55 2.80
H14 -1.08 4.84 1.58
C7 -3.36 -1.99 1.87
C8 -1.88 -2.18 1.95
C9 -1.49 -3.66 2.01
O4 -1.27 -1.44 0.84
H15 -3.90 -2.47 2.68
H16 -3.74 -2.36 0.92
H17 -3.68 -0.95 1.93
H18 -1.42 -1.57 2.72
H19 -1.75 -4.21 2.92
H20 -0.41 -3.76 2.03
H21 -1.90 -4.23 1.17
O5 0.79 0.12 -0.57
S1 2.07 -0.57 -0.79
O6 3.08 -0.09 -1.74
O7 2.86 -0.82 0.64
C10 2.12 -0.85 1.92
C11 2.22 -2.22 2.47
C12 1.76 -2.35 -1.12
H22 1.09 -0.59 1.68
H23 2.62 -0.23 2.66
H24 3.22 -2.60 2.30
H25 1.52 -2.94 2.06
H26 2.03 -2.38 3.53
H27 2.80 -2.67 -1.21
H28 1.31 -2.39 -2.11
H29 1.27 -2.81 -0.26

Values from the calculation:
Electronic energy (eV): -63765.18547
2S+1: 3
LUMO level (spin up / spin down) (eV): -0.2147 / -3.2441
Kohn-Sham gap (spin up / spin down) (eV): 8.0 / 5.0
Molecular weight (g mol⁻¹): 368.4
Strongest force on any atom (Eh/bohr): 0.1078

Atom charges from the Mulliken analysis, given in e for atoms 1 to 4: -0.5186, 0.8589, -1.0146, 0.4788